19
Properties=species:S:1:pos:R:3:lowdin_charge:R:1 method="wB97M-V/def2-TZVPD" gap_ev=10.56 lumo_ev=0.81 de_lowest_kcal_mol=5.94
Cl 0.008 0.278 -2.815 0.541
C 1.691 0.033 -2.320 -0.630
C 2.684 0.965 -3.065 -0.620
Cl 2.507 1.131 -4.862 0.487
H 1.924 -1.027 -2.415 0.074
H 1.722 0.342 -1.275 0.052
H 3.708 0.613 -2.940 0.061
H 2.743 2.018 -2.788 0.059
N -0.239 0.447 2.569 0.060
C -0.541 0.325 1.257 -0.162
C -1.542 -0.474 0.733 -0.081
C -2.459 -1.036 1.626 -0.060
C -2.261 -0.796 3.010 -0.083
C -1.163 -0.074 3.435 -0.149
H 0.093 0.813 0.532 0.082
H -1.755 -0.557 -0.322 0.080
H -3.216 -1.750 1.338 0.099
H -2.902 -1.159 3.800 0.095
H -1.002 -0.093 4.503 0.097